Computed, not measured: a molecular structure, C61H51FeN5P2SSi at a distorted geometry, with ωB97M-V/def2-TZVPD.

Structure (XYZ):
```
122
Properties=species:S:1:pos:R:3:forces:R:3:mulliken_charge:R:1
Fe -0.662 0.457 0.030 1.486 -0.076 -0.593 -0.078
C -3.674 2.071 -1.030 -0.155 -0.067 -0.147 -1.511
Si -2.339 1.946 0.271 0.030 -0.011 0.287 1.359
C -3.124 1.429 1.918 -0.178 0.055 0.000 0.576
C -4.442 1.710 2.293 0.031 0.001 0.050 -0.944
C -4.887 1.454 3.583 0.036 0.003 -0.061 -0.825
C -4.009 0.950 4.537 0.010 -0.007 -0.020 -0.966
C -2.698 0.669 4.187 0.003 0.025 0.044 -0.636
C -2.272 0.866 2.873 0.069 -0.070 0.114 -0.667
P -0.575 0.519 2.297 -0.601 0.136 -0.241 2.388
C -0.075 -1.126 2.899 -0.018 -0.117 -0.132 1.229
C 1.168 -1.593 2.462 -0.025 -0.051 -0.015 -0.520
C 1.614 -2.856 2.818 -0.044 0.056 0.028 -0.891
C 0.806 -3.690 3.580 0.017 -0.013 0.006 -0.965
C -0.444 -3.251 3.986 -0.027 0.040 0.013 -1.056
C -0.884 -1.976 3.650 0.059 0.004 0.090 -1.210
C 0.397 1.705 3.291 0.169 -0.073 -0.055 0.995
C -0.122 2.984 3.498 -0.003 0.025 0.041 -0.262
C 0.590 3.917 4.237 0.007 -0.018 -0.003 -0.771
C 1.824 3.583 4.780 -0.030 0.000 -0.006 -0.716
C 2.344 2.313 4.581 -0.039 -0.017 -0.014 -0.844
C 1.637 1.378 3.837 0.019 0.010 0.055 -0.614
C -1.643 3.673 0.548 0.056 0.123 0.004 0.117
C -2.417 4.750 0.997 0.061 -0.027 -0.064 -0.440
C -1.858 6.009 1.142 0.017 -0.031 -0.018 -0.878
C -0.530 6.217 0.776 -0.035 -0.007 -0.007 -1.047
C 0.242 5.164 0.316 -0.005 -0.017 -0.053 -0.181
C -0.295 3.874 0.244 -0.057 0.015 0.068 0.360
P 0.556 2.299 -0.291 -0.499 0.438 0.024 1.809
C 2.211 2.396 0.499 -0.017 -0.045 -0.072 0.464
C 3.113 1.361 0.206 -0.081 -0.166 -0.001 -0.625
C 4.434 1.407 0.623 0.041 0.003 0.082 -0.722
C 4.867 2.480 1.387 0.008 0.015 -0.014 -0.694
C 3.974 3.472 1.764 -0.027 0.003 -0.016 -1.228
C 2.658 3.421 1.325 0.016 0.060 0.028 -0.336
C 0.847 2.699 -2.055 0.151 -0.152 -0.004 1.291
C 0.152 2.053 -3.076 -0.084 0.068 0.034 0.337
C 0.372 2.393 -4.402 0.030 0.011 0.033 -0.868
C 1.292 3.382 -4.724 -0.038 -0.014 -0.001 -0.870
C 1.993 4.025 -3.715 -0.001 0.003 0.028 -0.883
C 1.774 3.683 -2.387 0.076 0.001 -0.027 -0.789
H -4.264 2.979 -0.865 0.007 -0.053 -0.030 0.529
H -4.351 1.213 -1.005 0.037 0.043 -0.028 0.265
H -3.239 2.140 -2.032 -0.046 0.024 0.039 0.327
H -5.126 2.144 1.572 0.011 -0.028 0.019 0.488
H -5.913 1.667 3.855 0.010 0.001 -0.005 0.466
H -4.346 0.780 5.551 0.004 0.018 -0.010 0.437
H -2.005 0.314 4.942 -0.022 0.000 -0.019 0.627
H 1.790 -0.966 1.831 0.004 -0.008 -0.003 0.346
H 2.588 -3.190 2.494 0.079 -0.035 -0.054 0.543
H 1.146 -4.683 3.845 0.006 0.026 0.001 0.456
H -1.082 -3.899 4.575 0.007 0.015 -0.014 0.458
H -1.861 -1.650 3.982 0.024 -0.034 -0.027 0.520
H -1.090 3.254 3.097 0.016 -0.009 0.010 0.252
H 0.171 4.903 4.394 0.011 -0.013 -0.003 0.470
H 2.374 4.309 5.365 -0.010 -0.006 -0.006 0.426
H 3.300 2.042 5.009 -0.008 0.007 -0.014 0.466
H 2.055 0.390 3.704 -0.001 0.010 0.003 0.395
H -3.464 4.600 1.244 0.028 0.002 0.010 0.436
H -2.453 6.832 1.518 0.009 -0.014 -0.029 0.448
H -0.099 7.208 0.845 -0.009 -0.014 -0.001 0.438
H 1.260 5.364 0.007 -0.013 -0.021 0.030 0.367
H 3.212 -0.560 -0.680 0.028 0.045 -0.033 -0.269
H 5.110 0.600 0.362 -0.029 0.014 -0.004 0.617
H 5.901 2.530 1.700 -0.019 -0.018 0.022 0.437
H 4.296 4.285 2.401 -0.008 -0.020 -0.006 0.455
H 1.964 4.177 1.663 0.039 0.003 -0.048 0.646
H -0.562 1.274 -2.836 0.015 -0.005 -0.002 -0.178
H -0.169 1.879 -5.188 -0.007 0.017 0.022 0.520
H 1.464 3.649 -5.759 0.002 -0.014 0.020 0.420
H 2.717 4.793 -3.959 -0.017 -0.024 0.011 0.456
H 2.346 4.176 -1.610 0.003 -0.005 -0.012 0.276
N 0.526 -0.629 -1.248 0.043 0.517 -0.107 2.447
S 1.170 -3.786 -2.261 0.043 -0.167 -0.235 -0.088
C 0.577 -4.985 -1.099 0.025 0.066 0.212 -0.509
C -0.184 -4.570 -0.009 0.011 0.000 -0.026 0.343
C -0.661 -5.511 0.896 0.004 0.046 -0.059 -0.624
C -0.374 -6.857 0.714 0.008 0.014 -0.017 -0.694
C 0.381 -7.269 -0.377 0.002 0.019 -0.019 -0.626
C 0.853 -6.336 -1.289 -0.013 0.000 0.049 -0.164
C 2.794 -3.374 -1.671 -0.054 0.096 -0.029 0.620
C 3.546 -2.544 -2.506 0.013 0.006 0.001 -0.510
C 4.804 -2.111 -2.112 -0.033 -0.036 -0.024 -0.716
C 5.328 -2.506 -0.887 -0.028 0.029 0.011 -0.593
C 4.581 -3.338 -0.064 -0.052 -0.003 0.036 -0.616
C 3.313 -3.768 -0.444 0.074 0.015 0.036 -0.362
H 0.897 -1.540 -1.515 -0.187 -0.095 -0.148 -1.851
H -0.395 -3.513 0.125 0.013 -0.072 0.008 0.496
H -1.252 -5.188 1.743 0.008 0.001 -0.005 0.540
H -0.741 -7.588 1.423 -0.003 0.006 -0.016 0.410
H 0.599 -8.319 -0.521 -0.005 0.016 0.001 0.398
H 1.435 -6.648 -2.147 0.004 0.009 0.013 0.487
H 3.147 -2.250 -3.472 0.025 -0.004 0.013 0.420
H 5.383 -1.478 -2.775 -0.027 -0.005 0.018 0.421
H 6.315 -2.182 -0.584 -0.009 -0.016 -0.007 0.470
H 4.990 -3.664 0.885 -0.018 0.010 -0.015 0.410
H 2.740 -4.413 0.209 -0.017 -0.011 -0.016 0.487
N 2.615 0.236 -0.475 -0.002 0.208 -0.131 1.102
C 1.308 0.271 -0.772 -0.158 -0.684 0.633 -1.140
C -3.832 -2.488 0.266 -0.091 -0.127 -0.143 -1.461
C -2.747 -1.704 0.588 0.055 0.081 -0.126 -0.101
N -2.121 -0.943 -0.324 -0.443 -0.086 0.719 1.629
C -2.548 -0.989 -1.587 0.399 0.237 0.004 -0.539
C -3.610 -1.768 -2.014 -0.113 -0.017 -0.525 0.766
C -4.279 -2.500 -1.047 -0.147 -0.273 0.245 -0.933
C -4.116 -1.788 -3.409 -0.121 -0.058 0.805 -0.990
C -3.557 -1.560 -4.591 0.608 0.022 -0.642 -0.961
C -2.145 -1.358 -5.020 -0.757 -0.043 0.347 1.301
C -1.865 -1.371 -6.374 0.161 -0.004 -0.484 -0.718
C -0.537 -1.267 -6.759 -0.113 -0.007 -0.056 -0.505
N 0.453 -1.140 -5.878 -0.186 -0.016 0.206 -0.603
C 0.069 -1.117 -4.605 -0.037 0.026 0.128 -0.525
N -1.170 -1.219 -4.127 0.534 0.016 -0.076 0.077
H -4.319 -3.077 1.032 0.002 0.021 -0.026 0.590
H -2.358 -1.681 1.595 -0.021 0.066 0.024 0.198
H -1.996 -0.393 -2.296 -0.040 0.061 0.053 0.054
H -5.141 -3.095 -1.328 0.016 0.012 0.040 0.502
H -5.165 -2.067 -3.465 -0.026 0.104 0.099 0.351
H -4.241 -1.636 -5.430 0.077 -0.013 -0.054 0.334
H -2.654 -1.473 -7.107 0.049 -0.015 -0.005 0.427
H -0.254 -1.289 -7.806 -0.026 0.012 0.014 0.445
H 0.853 -0.989 -3.863 -0.028 0.009 -0.031 0.672
```
Positions in Å, forces in eV/Å.

The expectation value of S² is 0.79. For the molecular weight, the calculation gives 1032.06 g/mol. Its multiplicity is 2. Its net charge is +1. Its HOMO energy (spin up / spin down) is -9.35 / -10.39 eV. The value obtained for the orbital gap (spin up / spin down) is 6.8753 / 7.9340 eV. The relative energy (zero: lowest compared OMol25 entry of this formula, charge and spin) comes out at 0.0 kcal/mol.